# 1
61
Properties=species:S:1:pos:R:3:forces:R:3 method="wB97M-V/def2-TZVPD" e_tot_ev=-99685.714 orbital_gap_ev=8.54 de_lowest_kj_mol=0.0 total_charge=+1 e_lumo_ev=-2.33
C 4.73570 0.04470 -0.45930 -0.1 -0.1 0.2
H 5.50230 0.51900 -2.96670 0.1 0.0 0.0
C -0.54150 -0.54280 -3.98790 -0.2 0.0 0.4
N -0.26690 -0.09890 2.40600 0.3 0.1 -0.1
C -2.12960 2.16380 -2.72420 0.2 0.0 0.0
C -1.82220 4.53580 -2.80860 0.1 0.2 0.0
O -2.49490 -3.21880 0.45740 -0.1 -0.2 0.0
H 4.85410 -0.33150 1.63110 0.1 0.0 0.0
H -0.89860 -2.31380 -7.38390 0.0 -0.1 -0.1
H 1.59170 0.86430 -4.62060 0.0 0.0 0.0
H -1.18450 0.12530 -7.23800 0.0 0.0 -0.1
P -0.15280 0.28650 -2.41020 0.5 0.3 -0.5
H -3.04620 0.73740 0.04310 -0.2 -0.1 0.0
H -0.21090 -2.49900 -3.16380 0.0 -0.1 0.0
C 2.47790 0.20610 -1.39240 0.3 0.1 -0.2
H -2.77510 1.29320 -2.72130 -0.1 0.0 0.0
C 1.95240 -0.03250 -0.09630 -1.0 -0.1 0.4
H -0.37060 -1.51310 3.98230 0.1 -0.1 -0.2
C -2.48410 1.61880 0.29000 -0.1 -0.4 0.0
H -1.08760 0.43110 2.70630 0.2 -0.1 -0.2
N -2.99440 2.81740 0.58880 -0.2 -0.1 0.0
H 5.80490 0.08060 -0.60810 0.1 0.0 0.0
H 0.20280 5.22830 -2.77130 0.0 0.1 0.0
C -0.40620 -1.48800 2.88620 -0.1 -0.3 0.2
H -2.55790 -1.48460 2.71620 -0.1 0.0 0.1
C 4.42900 0.49730 -2.85180 -0.1 0.1 -0.2
C -1.83700 -2.32540 0.90890 -0.1 0.0 0.6
H -1.83960 -3.08530 2.89360 -0.1 0.1 0.0
C -0.97020 -0.44820 -6.34860 0.0 0.0 -0.1
C -1.95520 3.66730 0.82400 0.5 0.3 0.1
C -0.81130 -1.82200 -6.42770 0.0 0.0 0.0
C 2.81620 -0.23430 0.95300 -0.4 0.1 -0.1
C -0.74720 1.98920 -2.65710 0.0 -0.1 0.1
H 0.43440 -2.07390 2.49940 0.0 0.1 0.1
N -1.16880 1.65990 0.33540 0.0 -0.9 -0.1
C 3.89120 0.24350 -1.57280 -0.2 0.0 0.0
H 2.43020 -0.43130 1.94530 0.0 0.0 0.1
C -0.41660 -1.92730 -4.06050 0.0 0.1 0.0
H 0.20780 3.23070 0.73850 0.2 0.1 0.1
C -0.55100 -2.56040 -5.28490 0.1 -0.1 0.0
Ga -0.05010 -0.10170 0.10870 0.8 0.9 0.5
H -3.73400 3.56910 -2.85440 -0.1 0.0 -0.1
C -0.45020 4.36910 -2.74600 0.0 0.1 -0.1
H -0.44710 -3.63260 -5.35470 0.0 -0.1 0.0
H -3.97360 3.05700 0.62350 0.1 -0.1 0.0
H -0.95910 1.26650 -5.07820 0.0 0.0 0.0
C 3.61310 0.73250 -3.92330 0.3 0.0 0.1
C 1.65910 0.42280 -2.53740 0.0 0.0 -0.3
C 2.22540 0.68810 -3.76220 -0.2 0.0 0.2
C -1.71300 -2.11180 2.42060 0.2 -0.1 -0.3
C -0.81900 2.93510 0.66230 0.0 0.4 0.1
C 4.20780 -0.18670 0.77830 0.3 0.0 -0.1
C -0.83940 0.19350 -5.13140 0.0 0.1 0.1
H -2.09560 4.69460 1.08630 0.0 0.2 0.0
H 0.53220 0.33500 2.86890 -0.2 0.0 -0.1
O -1.23790 -1.43950 0.13880 -0.4 -0.4 -0.6
H -2.23760 5.52780 -2.87460 -0.1 0.2 0.0
C 0.09200 3.09750 -2.66420 0.0 -0.2 -0.1
H 4.02620 0.95010 -4.89530 0.1 0.0 -0.1
H 1.16380 2.96680 -2.61910 0.1 0.0 0.0
C -2.66320 3.43440 -2.80220 -0.1 0.0 0.0

# 2
71
Properties=species:S:1:pos:R:3:forces:R:3 method="wB97M-V/def2-TZVPD" e_tot_ev=-140513.197 orbital_gap_ev="7.26 / 5.35" de_lowest_kj_mol=0.0 total_charge=+3 multiplicity=5 e_lumo_ev="-8.84 / -10.92" s2=6.0579
H 2.39092 -0.41428 -1.36623 0.0 0.0 0.0
N 1.55221 3.03958 -3.59482 -0.1 -0.1 0.0
H 2.86096 -3.65826 -2.10798 0.0 0.0 0.0
H 1.07040 0.09869 3.86132 0.0 0.0 0.0
C 2.81895 0.54786 2.72221 0.1 0.1 -0.1
C 2.87483 2.67579 1.62679 0.0 -0.1 0.1
O -2.13726 1.89979 -2.32043 -0.1 0.1 -0.1
H -4.20979 -5.07580 -2.66179 0.0 0.0 0.0
C 1.75942 -5.93610 0.91672 -0.1 0.2 0.0
H -4.87022 2.21973 1.20648 0.0 0.0 0.0
C 0.92949 2.03570 2.93755 0.0 -0.2 -0.1
H -0.11147 1.54662 5.29449 0.0 0.0 0.0
H 3.39191 3.43976 1.05872 0.0 0.0 -0.1
Se 0.26766 -1.35333 -3.60465 -0.2 -0.2 0.0
C -0.16271 4.60873 1.48606 0.0 -0.2 0.1
C -2.53325 4.62054 1.55526 -0.2 -0.1 -0.1
N -0.56013 -2.82627 -4.08260 0.2 0.2 0.0
Os -0.41516 0.34999 -0.78882 0.4 -0.1 -0.6
C -2.86919 -2.24133 -1.32105 0.1 0.0 -0.1
O -0.43605 1.83685 0.40059 -0.4 0.7 0.3
N -1.13404 2.34001 -2.83245 0.0 -0.1 0.0
H 2.42011 0.80277 -0.21781 0.1 0.0 0.0
H 3.75939 -5.95138 -1.84536 0.0 0.0 0.0
S -0.70276 -1.08426 1.02129 0.0 -0.4 0.3
S 0.12006 -3.82025 1.75888 0.0 -0.1 0.2
H 4.51468 1.28871 1.61789 0.0 0.0 0.0
C 0.24309 -2.44745 0.69763 0.0 0.2 -0.2
H 0.80663 3.49129 -4.10705 0.0 0.0 0.0
N 1.04202 4.22096 1.80154 -0.1 0.1 0.1
H -4.65852 4.61601 1.80820 0.0 0.0 0.0
H 1.47005 -6.57448 1.73846 0.0 0.0 0.0
N 2.28106 1.44732 -2.11422 -0.1 0.0 0.0
H -2.42772 5.65804 1.84361 0.0 0.0 0.0
C -1.37794 3.88213 1.24038 0.2 0.1 0.0
C 1.55700 0.81812 3.21980 -0.1 0.1 0.0
C -2.78339 1.95319 0.83973 -0.1 0.2 0.0
H 3.29893 -0.38239 2.99216 0.0 0.0 0.0
H 3.07003 -7.36417 0.04511 0.0 0.0 0.0
C -3.78546 4.03652 1.54833 0.2 0.1 0.0
N 2.02744 0.50165 -1.11215 -0.1 -0.1 0.1
C -3.69897 -3.29974 -1.52080 0.0 0.0 0.0
H -2.90405 0.91464 0.56034 0.0 0.0 -0.1
C -1.52982 2.54062 0.82127 0.4 -0.3 0.1
C 3.49800 1.47741 1.93452 -0.1 -0.1 0.0
C 3.05697 -5.54851 -1.13052 -0.1 0.0 0.1
O -1.06603 3.25913 -3.60600 0.1 -0.1 0.0
C 1.26172 2.08878 -2.73043 0.0 -0.2 0.0
C 1.24595 -4.65052 0.76904 0.0 -0.2 0.1
H 1.69397 4.98240 1.96725 0.0 0.0 -0.1
C -1.56660 -3.04604 -3.27065 -0.2 -0.2 0.0
H 3.23782 1.66107 -2.35968 0.0 0.0 0.0
H 2.51000 3.27305 -3.80843 0.0 0.0 0.0
H -3.07886 -1.50663 -0.55827 0.0 0.0 0.0
H -2.30868 -4.83781 -4.24881 0.0 0.0 0.0
H -1.68561 2.24075 4.83548 0.0 0.0 0.0
C -2.47002 -4.15140 -3.43060 0.0 0.1 0.1
C 2.56807 -4.28669 -1.27942 0.0 -0.1 0.1
H -0.25881 5.69031 1.46771 -0.1 0.0 0.0
N 0.02828 1.63713 -2.41147 -0.3 0.4 0.0
N 1.07390 -2.58506 -0.33933 0.0 0.0 0.2
C -3.49940 -4.26710 -2.56438 0.0 0.1 0.0
C -3.89926 2.69557 1.20622 0.0 0.0 0.0
O -0.27085 2.40608 3.40295 0.1 0.0 0.1
C 2.65593 -6.36855 -0.03523 0.0 0.0 -0.1
C -1.75519 -2.09477 -2.19136 -0.1 0.1 0.1
H -4.56479 -3.41312 -0.88233 0.0 0.0 0.0
C -0.83904 1.65541 4.49064 0.0 0.1 -0.1
C 1.63829 -3.80565 -0.31917 0.1 0.0 -0.2
C 1.59517 2.93514 2.09747 -0.1 0.1 -0.1
N -0.84162 -1.12252 -2.16829 0.1 -0.1 -0.2
H -1.17864 0.67997 4.14053 0.0 0.0 0.0

# 3
63
Properties=species:S:1:pos:R:3:forces:R:3 method="wB97M-V/def2-TZVPD" e_tot_ev=-80100.621 orbital_gap_ev=4.02 de_lowest_kj_mol=6.5 total_charge=-2 e_lumo_ev=3.91
H -2.57931 -4.94086 3.91198 0.0 0.0 0.0
H -1.03676 -1.30424 4.14521 0.0 0.0 0.0
C 2.94395 1.16376 -1.29652 0.0 0.0 0.1
H -0.69673 0.50692 -2.51771 -0.1 0.0 0.0
H -2.84769 -2.51092 5.13388 0.0 0.0 0.0
C 3.82778 2.21238 -3.26650 0.1 0.0 0.0
H 4.87848 0.74404 -2.10543 0.0 0.0 0.0
H -0.13158 -4.77973 -5.70931 0.0 0.0 0.0
C 0.22141 -3.47742 -4.04235 0.0 0.0 -0.1
O 0.90417 0.36734 2.92301 0.1 0.7 0.5
O -0.69294 1.54235 4.33956 0.1 0.2 -0.2
C -2.96864 3.44737 -1.45870 -0.1 0.1 0.0
H -4.14257 2.97101 -3.19162 0.0 0.0 0.0
S 0.22251 -4.43806 -0.07890 0.0 0.1 0.4
H -2.66711 1.09203 -3.86939 0.0 0.0 0.0
H 2.50461 3.57507 -4.26846 0.0 0.0 0.0
S 0.69834 -1.68194 -2.09732 0.1 0.3 0.3
Rb 0.15252 -1.38790 1.20216 -0.1 -1.4 -0.8
H -2.50180 -3.49242 2.89640 0.0 0.0 0.0
C 1.23632 4.17806 0.54981 -0.1 -0.1 0.1
H 4.62498 2.32705 -3.99197 0.0 0.0 0.0
H -3.61662 4.25695 -1.14149 0.0 0.0 0.0
S -0.24111 1.27282 2.98375 -0.3 0.1 0.4
C -0.73738 -2.23799 4.62847 0.0 0.1 0.1
C 0.32238 -3.29625 -2.65668 0.0 0.0 0.0
C -1.00912 2.09034 -1.09127 -0.1 0.0 0.1
C -2.44005 1.67516 -2.98518 0.0 0.0 -0.1
C 1.01598 5.11918 2.74666 0.0 -0.1 -0.1
C 0.12461 -4.43420 -1.82244 0.0 0.0 0.0
C -1.32656 1.34866 -2.22959 0.1 0.0 -0.1
C -3.26517 2.72512 -2.60397 0.0 0.0 0.0
C -0.56242 -4.23876 3.43632 0.0 -0.2 -0.1
H 1.52685 4.29070 -0.48455 0.0 0.0 -0.1
C -1.84486 3.13502 -0.70650 0.1 -0.1 0.0
C -0.26168 -5.80631 -3.81359 0.0 -0.1 -0.1
C 1.61166 2.74529 -2.50769 0.0 0.0 0.1
H -0.14571 -5.02055 4.09178 0.0 0.0 0.0
H 0.67292 3.26805 -2.65320 0.0 0.0 0.0
C 0.51326 3.90655 3.20142 0.1 0.2 0.2
H 3.03584 0.42828 -0.50623 0.0 0.0 0.0
P 0.46898 1.53361 -0.16489 0.1 0.2 -0.3
H -1.76234 -3.70702 5.85811 0.0 0.0 0.0
H -0.48831 -6.78050 -4.23931 0.0 0.0 0.0
H -1.63107 3.70050 0.18967 0.0 0.0 0.1
C 0.71434 2.95817 0.98561 0.1 0.2 0.0
O 0.06985 -2.99310 3.72454 0.0 0.0 0.0
C 3.97460 1.33244 -2.20482 0.1 0.0 -0.1
C 0.37484 2.83637 2.33611 -0.1 -0.2 -0.2
C -0.16367 -5.65647 -2.44178 0.0 -0.1 -0.1
C -0.06507 -4.69802 -4.62787 0.0 0.0 -0.1
H -0.36238 -4.50025 2.39620 0.0 0.0 0.0
H -0.31245 -6.51259 -1.79300 0.0 0.0 0.0
C -2.03527 -4.01263 3.73647 0.0 0.0 0.0
H 0.38134 -2.60389 -4.66483 0.0 0.0 0.0
H -0.13999 -1.97573 5.50538 0.0 0.0 0.0
H 1.12473 5.95313 3.42925 0.0 0.0 0.0
H 0.22142 3.76585 4.23317 0.0 0.0 0.0
C 1.38570 5.24921 1.41468 0.0 0.1 0.2
C 1.76282 1.88914 -1.41714 -0.1 0.0 -0.1
O -1.31644 0.88954 2.06284 0.2 0.2 0.2
C -1.95172 -3.10678 4.96320 0.0 0.0 0.0
H 1.78813 6.18545 1.04628 0.0 0.0 0.0
C 2.63921 2.91160 -3.42173 0.0 0.0 -0.1